No. 1
# C3H8N2O

The molecule C3H8N2O (ωB97M-V/def2-TZVPD, the OMol25 dataset).

Geometry as XYZ:
```
14
Properties=species:S:1:pos:R:3:forces:R:3:nbo_charge:R:1
C -2.40537 0.42538 0.17420 -0.161 0.105 -0.065 -0.415
N -1.09235 -0.00270 0.60062 0.105 -0.067 0.004 -0.641
C -0.02084 0.03462 -0.26569 -0.008 0.054 -0.018 0.778
O -0.08172 0.49196 -1.39599 0.016 -0.124 0.357 -0.658
N 1.13704 -0.49360 0.27849 -0.080 0.087 0.048 -0.640
C 2.39332 -0.27600 -0.40973 0.178 0.000 -0.151 -0.414
H -2.91225 0.94467 0.99435 0.061 -0.084 -0.147 0.194
H -3.03396 -0.40747 -0.16250 0.085 0.086 0.019 0.185
H -2.27562 1.11632 -0.65933 -0.045 -0.082 0.101 0.237
H -1.04793 -0.66408 1.35970 0.043 0.082 -0.081 0.383
H 1.18821 -0.48417 1.28656 -0.050 -0.015 -0.124 0.378
H 2.82130 0.71700 -0.21666 -0.092 -0.133 -0.021 0.183
H 3.11334 -1.03883 -0.10222 -0.092 0.097 -0.049 0.197
H 2.21682 -0.36310 -1.48180 0.042 -0.006 0.126 0.232
```
Positions in Å, forces in eV/Å.

- strongest force on any atom (eV/A) = 0.38
- energy (eV) = -8269.0495
- structure (SMILES) = CNC(=O)NC
- E_LUMO (eV) = 0.9

No. 2
# C31H86O17

A cluster of 12 separate species, C31H86O17 in total (ωB97M-V/def2-TZVPD, the OMol25 dataset).

Geometry as XYZ:
```
134
Properties=species:S:1:pos:R:3:forces:R:3:mulliken_charge:R:1
C 6.07230 -1.69513 1.07520 0.183 -0.657 1.769 -1.343
C 4.67837 -2.22235 0.73567 -0.570 0.534 0.260 0.419
C 3.46160 -1.73492 1.62771 1.608 -0.280 -0.534 0.403
O 4.49414 -1.93977 -0.65039 -0.837 -0.584 -0.145 -0.437
H 6.21608 -0.61569 1.02773 -0.446 0.110 -0.577 0.223
H 6.89516 -2.20385 0.57302 -0.351 0.053 -0.563 0.360
H 6.29667 -1.89738 2.12251 -0.137 -0.142 0.361 0.437
H 4.51464 -3.29177 0.86844 1.135 -0.302 -0.527 0.161
H 3.14086 -0.79668 1.17502 -0.560 -0.018 0.609 -0.145
H 3.76170 -1.68790 2.67454 0.317 0.764 0.020 0.430
H 2.73176 -2.54112 1.70182 -0.405 0.409 -0.820 -0.800
H 4.64844 -1.00458 -0.80272 0.078 0.201 0.115 0.332
C 2.29738 4.43002 -4.83153 0.017 0.087 -1.279 -1.186
C 1.31035 5.07599 -3.88303 -1.130 -2.915 0.614 0.528
C -0.19897 5.06792 -4.36303 1.747 0.774 -0.346 -1.015
O 1.36255 4.19947 -2.69502 -0.005 1.353 1.205 -0.235
H 2.21162 4.78944 -5.85699 -0.169 0.275 -0.100 0.377
H 2.11852 3.35800 -4.91437 -0.122 -0.120 0.138 0.175
H 3.34966 4.55954 -4.57849 -0.147 0.135 0.458 0.323
H 1.68196 6.05286 -3.57363 -0.423 -0.040 0.242 0.265
H -0.51420 4.16189 -4.88056 0.470 -0.180 -0.032 0.096
H -0.19489 5.89352 -5.07470 -0.736 0.083 -0.152 0.465
H -0.93262 5.20952 -3.56943 0.353 0.349 0.127 0.185
H 1.29679 3.25952 -2.87877 0.007 0.053 -0.802 0.055
C -0.82640 4.55095 1.24492 -0.510 -0.649 0.314 -0.862
C -1.48408 4.95712 -0.06460 1.578 1.946 -0.345 0.493
C -0.88509 6.35555 -0.52813 -1.434 -1.193 -0.840 -1.374
O -1.24185 4.02405 -1.12333 -0.570 -0.064 0.713 -0.280
H -0.95186 5.24304 2.07760 -0.384 0.385 -0.244 0.417
H 0.25268 4.40473 1.19683 -0.003 -0.289 -0.435 0.127
H -1.35660 3.64667 1.54368 0.527 -0.319 0.272 0.044
H -2.56208 5.00280 0.09010 -0.014 0.108 -0.176 0.359
H 0.17692 6.22741 -0.73746 0.201 0.256 0.614 0.283
H -1.18186 7.22818 0.05370 0.479 -0.256 0.456 0.416
H -1.30461 6.55440 -1.51431 -0.183 0.026 -0.192 0.347
H -0.41927 4.27704 -1.54874 0.532 -0.036 -0.217 -0.016
C -5.10742 1.68015 4.15340 0.795 0.509 0.318 -1.589
C -3.71149 1.33790 3.60125 -0.218 -1.157 -0.698 1.099
C -3.57714 1.80792 2.10859 1.096 0.472 1.260 -0.127
O -2.68299 1.78247 4.48618 -0.288 1.088 -0.487 -0.578
H -5.25708 1.16386 5.10163 -0.313 -0.327 -0.220 0.355
H -5.91127 1.55352 3.42823 0.061 -0.479 0.095 0.320
H -5.15222 2.73154 4.43741 0.263 0.257 -0.161 0.396
H -3.53839 0.26381 3.66816 -0.780 -0.458 -0.625 0.004
H -4.15648 1.28416 1.34824 -0.590 0.168 0.522 -0.081
H -2.56205 1.73286 1.71865 0.273 -0.254 0.398 -0.531
H -3.73839 2.88423 2.16906 -0.498 0.104 -0.570 0.448
H -2.15310 1.01126 4.70079 0.221 0.023 0.283 0.337
C -3.01840 -1.87346 6.08667 0.168 1.069 -0.016 -1.375
C -1.44583 -1.72491 6.03662 -1.090 -0.651 -0.296 0.474
C -0.68808 -2.40844 4.88686 -0.237 0.214 0.730 -1.113
O -1.15976 -0.31629 5.97435 -0.457 -0.278 0.398 -0.588
H -3.51416 -2.69828 6.59852 0.923 -0.473 0.139 0.432
H -3.56808 -1.80889 5.14764 0.588 0.003 -0.522 0.288
H -3.38428 -1.00113 6.62822 0.139 0.162 0.166 0.371
H -1.03836 -2.19206 6.93320 -0.202 0.483 0.495 0.317
H 0.21676 -2.83514 5.31963 0.071 -0.293 -0.238 0.361
H -0.35649 -1.60216 4.23261 -0.326 -0.400 -0.608 0.183
H -1.30145 -3.19157 4.44123 0.259 0.154 -0.372 0.353
H -0.22214 -0.19137 6.13824 0.120 0.057 0.010 0.291
C -0.55725 -0.95716 0.47598 -0.493 -0.051 0.588 -0.930
C -0.47260 0.41699 -0.22978 -0.031 -1.580 0.370 1.951
C 0.92260 0.81484 -0.67706 -0.015 -0.069 0.264 -0.558
O -1.35415 0.34732 -1.32070 -0.619 1.856 -0.699 0.403
H -1.62171 -1.11043 0.65355 -0.249 -0.167 -0.306 -0.050
H -0.18663 -1.05079 1.49675 0.690 0.493 -0.026 0.379
H -0.19613 -1.82567 -0.07482 0.182 0.200 -0.358 -0.053
H -0.89594 1.10459 0.50240 0.130 0.463 -0.245 -0.834
H 1.57813 0.74414 0.19091 0.311 -0.164 -0.112 0.453
H 1.02625 1.83155 -1.05607 -0.467 0.170 0.060 -0.369
H 1.22843 0.15286 -1.48722 0.239 -0.175 0.214 -0.203
H -1.54220 -0.51584 -1.69646 0.563 -0.628 0.543 0.074
C 2.68829 -5.30584 3.55859 -0.350 1.284 0.319 -1.229
C 1.73133 -5.66335 2.43060 0.312 -2.395 -0.484 0.474
C 0.66884 -4.62745 2.12211 0.414 -0.111 -0.893 -0.589
O 2.42976 -6.18125 1.26221 0.445 1.474 -0.838 -0.547
H 2.88640 -4.23402 3.56591 0.363 0.219 -0.496 0.184
H 3.65102 -5.81695 3.55558 -0.207 -0.260 -0.082 0.452
H 2.23072 -5.38552 4.54468 -0.156 -0.667 -0.006 0.347
H 1.28033 -6.63850 2.61437 -0.991 0.422 1.346 0.359
H 0.02394 -4.86198 1.27523 -0.330 -1.017 0.321 0.362
H 1.06514 -3.71826 1.66998 0.447 0.465 0.974 -0.143
H 0.08825 -4.51109 3.03725 -0.056 0.515 -0.248 0.110
H 3.33251 -6.39385 1.51007 0.031 0.062 0.000 0.268
O -1.55301 1.50859 -4.08741 -2.009 1.429 -0.999 -0.693
C -0.47387 0.71165 -4.32088 3.115 -0.833 2.161 0.861
C 0.33951 0.85846 -5.59780 -1.033 -0.015 -1.345 -1.085
O 1.79147 0.67900 -5.60325 -2.266 0.605 0.811 -0.585
H -1.46741 1.80908 -3.17968 -0.390 0.039 0.211 0.286
H 0.19974 1.01795 -3.52055 0.836 -0.679 0.227 -0.299
H -0.71784 -0.33489 -4.13826 -0.015 -0.300 -0.105 0.106
H 0.03025 1.82010 -6.00731 0.629 0.178 -0.239 0.506
H -0.10966 0.08820 -6.22473 0.311 0.057 -0.745 0.422
H 1.82624 -0.18702 -5.19042 0.774 -0.559 0.150 0.418
O -5.83026 -1.96567 -0.26681 -0.821 0.545 -0.435 -0.636
C -4.87428 -0.95481 -0.53590 1.879 0.072 -0.346 1.312
C -5.46374 0.46343 -0.89388 -0.102 -3.197 -0.043 -0.449
O -6.25636 0.09686 -2.07928 -0.187 1.320 1.359 -0.577
H -5.52713 -2.58098 0.40484 0.233 0.321 0.011 0.351
H -4.07453 -1.07054 0.19560 -0.077 0.964 0.649 0.069
H -4.28305 -1.21409 -1.41415 -0.248 -0.306 -0.532 -0.838
H -4.74642 1.24313 -1.15004 0.268 -0.292 0.239 0.197
H -5.99677 0.70478 0.02576 -1.027 0.591 -0.769 0.375
H -5.60147 -0.04770 -2.76617 0.021 0.081 -0.138 0.307
O 6.17034 2.17464 1.31652 -0.318 0.514 0.525 -0.428
C 5.78900 3.53846 1.52240 -1.704 0.416 -1.357 -0.554
C 4.33981 3.78024 1.07893 -0.649 -1.736 -1.408 -0.309
O 4.22393 3.57356 -0.37229 0.732 0.625 1.036 -0.537
H 6.81172 1.93343 1.98886 0.078 0.038 0.012 0.266
H 5.77228 3.92011 2.54327 0.769 -0.349 0.206 0.363
H 6.32240 4.18125 0.82212 0.698 0.127 0.389 0.283
H 3.95524 4.74988 1.39519 0.339 0.285 -0.153 0.352
H 3.66698 3.02436 1.48396 0.122 -0.072 0.653 0.264
H 3.30565 3.40729 -0.59750 -0.127 0.132 0.038 0.276
O 1.66227 -1.92258 -4.28328 0.135 -0.345 -3.561 -0.461
C 1.88488 -2.19584 -2.98760 -1.011 -0.623 3.187 0.429
C 2.27673 -3.63832 -2.66862 0.059 0.057 -0.673 -0.653
O 1.26637 -4.61133 -3.13134 0.844 1.346 0.293 -0.591
H 1.46868 -2.77490 -4.68037 -0.294 0.048 -0.744 0.287
H 2.63392 -1.47991 -2.64924 -0.037 -0.292 0.631 0.135
H 0.90572 -2.06250 -2.52765 -0.024 0.486 1.034 -0.276
H 2.43178 -3.78461 -1.59966 0.155 0.287 -0.068 0.312
H 3.21236 -3.74666 -3.21719 0.221 -0.788 0.082 0.404
H 1.32975 -5.34001 -2.50956 -0.057 -0.160 -0.113 0.349
O -2.15008 -2.11705 -2.15033 -0.062 2.000 1.702 -0.463
C -1.97152 -3.47418 -2.28426 -1.148 -1.751 -2.544 -0.303
C -3.25301 -4.36247 -2.07413 0.583 1.005 1.074 -0.749
O -4.28283 -4.24156 -3.04819 0.971 -0.628 -0.613 -0.568
H -2.81193 -1.75955 -2.74677 -0.031 -0.402 -0.298 0.043
H -1.70159 -3.52388 -3.33913 -0.070 -1.135 -0.432 0.408
H -1.06341 -3.87700 -1.83572 -0.283 0.473 0.893 0.269
H -3.76663 -4.18677 -1.12892 0.450 0.522 0.514 0.243
H -2.86379 -5.36963 -1.92499 -0.430 -0.359 -0.951 0.438
H -4.66923 -3.36288 -3.03289 -0.037 0.068 0.351 0.336
```
Positions in Å, forces in eV/Å.

- strongest force on any atom (eV/A) = 3.88
- energy (eV) = -68341.3587
- structure (SMILES) = CC(C)O.CC(C)O.CC(C)O.CC(C)O.CC(C)O.CC(C)O.CC(C)O.OCCO.OCCO.OCCO.OCCO.OCCO
- E_LUMO (eV) = 0.2

What are the energy above the lowest of the compared OMol25 structures with the same formula, charge and spin values for these records? In order: 6.4 144.1 kcal per mole.